1.
This record from OMol25 describes a cluster of 2 separate species, C3H7O3 in total at a distorted geometry. The level of theory is the ωB97M-V functional and the def2-TZVPD basis.

Calculated values
2S+1: 1
Charge: -1
E in eV: -9368.2204
HOMO-LUMO gap in eV: 8.66
Relative energy (zero: lowest compared OMol25 entry of this formula, charge and spin) in kJ/mol: 90.5

Element x y z (Å)
1 C -1.033 -0.289 -2.206
2 O -0.812 1.076 -1.924
3 H -0.108 1.153 -1.267
4 H -2.099 -0.510 -2.284
5 H -0.399 -0.884 -1.555
6 H -0.749 -0.479 -3.276
7 C 0.905 0.228 2.407
8 C 0.523 -0.387 1.043
9 O 0.907 0.278 0.028
10 O -0.160 -1.426 1.023
11 H 0.006 0.640 2.872
12 H 1.500 1.120 2.235
13 H 1.520 -0.520 2.903

---

2.
This record from OMol25 describes a cluster of 2 separate species, C5H7N3 in total at a distorted geometry. The level of theory is the ωB97M-V functional and the def2-TZVPD basis.

Calculated values
SMILES: [H]/N=C\C.N#CC=C=N
2S+1: 1
Charge: 0
E in eV: -9765.0896
HOMO-LUMO gap in eV: 9.34
Relative energy (zero: lowest compared OMol25 entry of this formula, charge and spin) in kJ/mol: 414.7

Element x y z (Å)
1 C -2.423 -1.200 0.096
2 C -1.600 0.899 -0.038
3 C 2.098 0.266 -0.308
4 C 0.969 -0.648 -0.235
5 C -1.910 -0.114 0.723
6 N -2.825 -2.106 -0.461
7 N -1.225 1.846 -0.729
8 N 0.420 -0.901 0.850
9 H 1.646 1.319 -0.624
10 H 2.644 0.439 0.708
11 H 2.709 0.087 -1.163
12 H 0.578 -0.867 -1.255
13 H -0.238 1.867 -1.083
14 H -1.753 -0.238 1.823
15 H 0.908 -0.648 1.696